(1)
The following is a DFT calculation (ωB97M-V/def2-TZVPD) of a molecular structure, C32H45BF6KN7O5S2 in a non-equilibrium geometry.

Geometry as XYZ:
```
99
Properties=species:S:1:pos:R:3:forces:R:3
K 0.636 0.602 0.661 -1.375 -1.884 -0.627
C -2.053 3.080 -1.033 0.079 0.030 -0.039
C -0.912 3.739 -1.804 -0.019 -0.016 0.000
C -1.464 4.662 -2.895 -0.007 -0.002 0.047
C 0.014 2.718 -2.408 0.028 0.070 -0.120
C 1.022 2.931 -3.373 0.004 0.045 0.052
C 1.522 1.674 -3.617 -0.011 0.013 0.064
N 0.854 0.795 -2.845 -0.041 -0.111 -0.087
N -0.074 1.433 -2.100 0.116 0.199 -0.083
B 1.024 -0.744 -2.931 -0.097 0.042 0.107
N 2.219 -1.245 -2.082 -0.018 -0.107 -0.122
C 3.362 -1.727 -2.601 0.056 0.016 0.073
C 4.239 -1.968 -1.565 -0.035 -0.030 -0.009
C 3.520 -1.598 -0.411 0.012 0.008 -0.029
N 2.306 -1.170 -0.741 0.066 0.066 0.019
C 3.971 -1.638 1.023 -0.025 -0.050 0.004
C 3.281 -2.767 1.795 0.015 0.033 -0.059
C 5.489 -1.746 1.126 -0.019 -0.008 -0.002
N -0.312 -1.455 -2.623 0.075 0.019 -0.075
C -0.855 -2.411 -3.403 -0.010 -0.125 0.149
C -2.112 -2.698 -2.923 -0.072 0.139 -0.094
C -2.273 -1.807 -1.838 -0.042 -0.094 0.001
N -1.177 -1.092 -1.654 0.031 -0.075 0.038
C -3.520 -1.558 -1.032 -0.067 -0.046 0.003
C -4.708 -1.327 -1.973 0.015 -0.034 0.022
C -3.366 -0.364 -0.096 0.010 -0.019 -0.084
H -2.696 3.845 -0.591 -0.016 0.003 0.006
H -1.677 2.446 -0.232 -0.040 0.028 -0.043
H -2.652 2.455 -1.701 0.008 0.024 0.002
H -0.332 4.349 -1.106 -0.065 -0.034 -0.033
H -1.954 4.075 -3.676 -0.027 0.006 -0.005
H -0.672 5.250 -3.362 0.011 -0.018 -0.023
H -2.196 5.356 -2.473 0.014 0.019 -0.001
H 1.344 3.862 -3.809 -0.003 0.004 -0.016
H 2.297 1.341 -4.289 0.012 -0.033 0.000
H 1.321 -1.024 -4.074 0.007 -0.006 -0.008
H 3.476 -1.853 -3.665 -0.031 0.015 -0.022
H 5.247 -2.341 -1.636 0.006 -0.009 0.018
H 3.680 -0.689 1.473 -0.027 0.044 0.088
H 3.332 -3.703 1.231 0.028 -0.021 0.020
H 2.235 -2.528 1.973 -0.003 -0.047 -0.037
H 3.757 -2.923 2.766 -0.029 0.030 0.026
H 5.841 -2.695 0.710 0.014 -0.001 0.005
H 5.793 -1.705 2.174 0.011 -0.002 -0.006
H 5.981 -0.930 0.594 0.002 -0.001 -0.010
H -0.311 -2.815 -4.241 0.045 0.011 -0.006
H -2.819 -3.410 -3.319 -0.003 0.012 -0.010
H -3.738 -2.456 -0.441 -0.019 0.154 -0.065
H -4.513 -0.459 -2.608 -0.014 0.010 -0.012
H -5.622 -1.139 -1.402 -0.001 -0.007 0.000
H -4.881 -2.187 -2.623 -0.003 0.007 -0.007
H -3.211 0.547 -0.678 -0.010 -0.079 0.055
H -2.505 -0.478 0.556 0.047 -0.033 0.105
H -4.261 -0.245 0.520 -0.004 0.001 0.005
F 4.282 4.967 0.958 0.019 0.118 0.166
C 4.027 3.991 0.083 0.034 -0.141 0.014
F 5.200 3.577 -0.408 0.150 -0.113 -0.058
F 3.331 4.498 -0.920 -0.207 0.079 -0.140
S 3.153 2.554 0.908 0.307 0.364 -0.120
O 2.232 2.071 -0.089 1.479 0.923 -0.480
O 4.234 1.727 1.343 -0.040 0.059 0.189
N 2.388 3.201 2.135 -0.194 -0.111 -0.269
S 0.935 3.720 1.740 -0.049 0.549 0.200
O 0.931 4.714 0.698 -0.030 -0.040 0.078
O -0.073 2.693 1.708 -0.116 0.795 0.404
C 0.555 4.725 3.235 0.088 -0.101 0.014
F 1.403 5.747 3.349 0.154 0.159 -0.021
F 0.586 4.034 4.364 0.034 -0.251 0.197
F -0.675 5.223 3.088 -0.194 0.087 -0.058
C -0.272 -3.746 0.670 -0.031 0.024 0.024
C -1.041 -2.984 1.753 -0.028 -0.008 -0.055
C -2.457 -3.551 1.899 0.059 0.013 -0.023
C -0.311 -2.926 3.078 -0.080 -0.145 -0.039
C -0.262 -4.027 3.917 -0.007 0.023 -0.004
C 0.380 -3.987 5.150 -0.017 0.035 -0.002
C 0.957 -2.782 5.541 -0.060 -0.044 -0.016
C 0.939 -1.653 4.736 -0.011 -0.007 0.066
C 1.592 -0.386 5.249 0.081 0.000 -0.041
C 0.618 0.789 5.328 -0.088 -0.038 -0.034
C 2.829 -0.005 4.432 -0.027 -0.010 0.014
C 0.339 -1.702 3.434 0.175 0.012 -0.012
O 0.406 -0.723 2.600 -0.126 -0.371 0.796
H -0.859 -3.800 -0.252 0.022 0.003 0.002
H -0.046 -4.764 1.002 0.008 -0.026 0.005
H 0.664 -3.241 0.432 0.051 0.003 -0.001
H -1.112 -1.949 1.418 -0.078 0.019 -0.024
H -2.430 -4.613 2.157 -0.017 -0.034 0.026
H -3.010 -3.453 0.960 0.094 -0.087 0.141
H -3.007 -3.028 2.683 -0.021 0.010 0.009
H -0.737 -4.952 3.602 -0.019 -0.009 -0.022
H 0.415 -4.859 5.792 0.007 0.000 0.001
H 1.441 -2.716 6.513 0.011 0.016 -0.006
H 1.922 -0.603 6.273 0.036 -0.002 0.001
H 0.180 0.982 4.349 0.025 0.009 -0.013
H 1.138 1.689 5.663 0.002 0.073 0.022
H -0.190 0.574 6.033 -0.007 -0.006 -0.022
H 2.536 0.189 3.403 0.016 0.015 -0.088
H 3.562 -0.815 4.434 0.008 -0.001 -0.010
H 3.302 0.900 4.825 0.009 -0.004 0.015
```
Positions in Å, forces in eV/Å.

- HOMO (eV) = -1.666
- spin multiplicity = 1
- frontier orbital gap (eV) = 5.8011
- max |F| (eV/A) = 2.4
- charge = -2

=====

(2)
The following is a DFT calculation (ωB97M-V/def2-TZVPD) of a molecular structure, ArH28O14.

Geometry as XYZ:
```
43
Properties=species:S:1:pos:R:3:forces:R:3
Ar 0.482 0.189 -0.124 -0.111 0.021 0.021
O -2.451 -0.894 -2.178 -0.176 -0.376 0.188
H -2.364 -1.172 -3.090 -0.066 -0.038 -0.413
H -1.836 -0.166 -2.090 0.315 0.341 0.118
O -1.852 1.793 3.254 0.067 0.400 0.015
H -1.806 1.017 2.696 -0.221 -0.488 -0.261
H -1.642 1.471 4.131 0.017 -0.130 0.236
O -1.052 1.587 -2.746 -0.025 -0.083 -0.028
H -0.327 2.202 -2.860 0.514 0.212 -0.016
H -1.704 1.862 -3.391 -0.363 0.067 -0.382
O -0.427 -3.697 1.288 0.227 -0.304 0.496
H 0.364 -4.231 1.352 0.122 -0.141 0.190
H -0.570 -3.589 0.348 -0.311 0.251 -0.833
O 3.422 -0.937 -0.066 -0.307 -0.028 -0.361
H 4.088 -0.397 -0.491 0.393 0.266 0.089
H 3.912 -1.665 0.317 0.131 -0.260 0.153
O -2.031 2.833 -0.503 0.059 0.285 0.381
H -2.762 3.402 -0.741 -0.297 0.213 0.175
H -1.682 2.526 -1.340 0.220 -0.298 -0.251
O -3.463 0.719 0.648 -0.252 -0.365 0.369
H -3.985 0.353 -0.066 -0.102 -0.263 -0.112
H -2.811 1.267 0.211 0.268 0.540 -0.113
O 2.553 -0.882 -2.912 0.177 0.059 -0.320
H 2.752 -0.984 -1.981 -0.178 -0.188 0.701
H 3.397 -0.683 -3.317 0.255 -0.012 -0.227
O 0.355 3.288 2.334 0.700 0.314 -0.162
H 0.035 3.867 1.642 -0.071 0.102 -0.147
H -0.417 2.795 2.611 -0.637 -0.357 0.280
O 0.536 -0.125 -4.568 -0.498 0.122 -0.724
H -0.020 0.411 -4.003 -0.101 0.006 0.171
H 1.332 -0.269 -4.056 0.266 -0.269 0.429
O -0.943 -3.234 -1.372 0.297 -0.529 0.001
H -1.347 -2.420 -1.672 -0.530 0.675 0.104
H -0.386 -3.508 -2.100 0.204 -0.159 -0.131
O -0.814 -1.865 3.240 -0.322 0.418 0.643
H 0.004 -1.368 3.231 0.149 0.325 0.087
H -0.752 -2.443 2.479 -0.065 -0.492 -0.436
O 1.465 -0.112 3.407 -0.129 -0.033 -0.219
H 1.694 0.098 4.312 0.021 0.182 0.348
H 2.148 -0.718 3.121 0.255 -0.387 -0.010
O 3.204 1.478 1.865 0.758 0.217 -0.157
H 2.525 0.925 2.251 -0.552 0.190 0.196
H 3.177 1.274 0.930 -0.102 -0.004 -0.086
```
Positions in Å, forces in eV/Å.

- HOMO (eV) = -9.964
- spin multiplicity = 1
- frontier orbital gap (eV) = 9.5431
- max |F| (eV/A) = 0.9

=====

(3)
The following is a DFT calculation (ωB97M-V/def2-TZVPD) of a gas-phase ion, C22H15F2N2O6S2 (charge -1) in a non-equilibrium geometry.

Geometry as XYZ:
```
49
Properties=species:S:1:pos:R:3:forces:R:3
C -5.651 -0.088 -0.206 0.226 -0.019 -0.065
C -5.156 -0.883 0.831 0.201 -0.152 -0.139
C -3.833 -1.331 0.799 -0.093 0.347 0.001
C -2.998 -0.916 -0.239 -0.302 -0.455 0.062
S -1.287 -1.437 -0.242 0.480 0.435 0.791
C -0.484 -0.753 1.289 1.675 -2.431 -1.385
C 0.990 -1.079 1.368 -0.482 -1.116 -0.217
C 1.678 -0.743 2.551 0.267 -0.400 0.338
C 3.021 -1.046 2.706 0.166 0.007 -0.357
C 3.714 -1.682 1.657 -1.379 0.584 -0.333
N 5.135 -1.753 1.686 2.365 -0.436 0.100
O 5.729 -2.237 0.693 -0.875 0.742 1.543
O 5.745 -1.322 2.688 -0.967 -0.673 -1.485
C 3.034 -2.048 0.484 0.260 0.366 0.320
C 1.685 -1.743 0.347 0.712 -0.046 -0.201
O -1.241 -2.870 -0.043 -0.247 -0.041 -0.317
O -0.710 -0.840 -1.427 0.063 -0.434 -0.088
C -3.513 -0.230 -1.337 -0.041 0.225 0.113
C -4.837 0.212 -1.303 0.010 -0.211 0.127
H -6.678 0.281 -0.161 0.311 -0.112 -0.052
H -5.801 -1.172 1.660 0.143 0.091 -0.192
H -3.445 -2.001 1.564 -0.091 0.280 -0.055
H -1.060 -1.343 2.025 0.336 0.590 0.022
H 1.164 -0.220 3.362 0.131 -0.214 -0.413
H 3.574 -0.753 3.597 -0.210 -0.054 -0.251
H 3.587 -2.532 -0.318 -0.150 0.128 0.173
H 1.219 -2.013 -0.599 -0.037 0.074 0.404
H -2.892 -0.037 -2.209 -0.012 0.112 0.397
H -5.219 0.794 -2.144 0.043 -0.189 0.287
F -2.572 2.758 2.830 -0.215 0.336 0.152
C -1.759 2.779 1.752 1.969 -2.269 -0.860
F -0.812 3.726 1.876 0.010 1.899 0.281
S -0.761 0.946 1.800 -3.744 3.054 1.092
N 0.148 1.618 0.321 -0.584 -0.711 0.735
C 1.556 1.714 0.292 -0.323 0.364 0.803
O 2.304 1.844 1.245 -0.755 -0.257 -1.120
C 1.884 1.603 -1.154 0.479 -0.676 -0.675
C 0.704 1.583 -1.882 0.184 -0.196 -0.691
C 0.666 1.162 -3.204 0.279 0.409 0.200
C 1.861 0.701 -3.769 -0.049 0.075 0.094
C 3.055 0.697 -3.031 -0.183 0.184 0.002
C 3.081 1.171 -1.712 -0.213 0.253 -0.194
C -0.439 1.742 -0.936 -0.368 0.407 0.216
O -1.620 1.958 -1.166 1.253 -0.336 -0.049
H -2.274 2.797 0.782 -0.281 0.617 0.541
H -0.281 1.184 -3.737 0.213 -0.221 0.011
H 1.852 0.306 -4.788 0.065 0.135 0.305
H 3.960 0.301 -3.493 -0.212 0.136 0.173
H 3.980 1.194 -1.104 -0.030 -0.196 -0.145
```
Positions in Å, forces in eV/Å.

- HOMO (eV) = -2.621
- spin multiplicity = 1
- frontier orbital gap (eV) = 4.4389
- max |F| (eV/A) = 5.0
- charge = -1

=====

(4)
The following is a DFT calculation (ωB97M-V/def2-TZVPD) of C6H12O in the gas phase.

Geometry as XYZ:
```
19
Properties=species:S:1:pos:R:3:forces:R:3
C 2.819 0.581 0.247 0.027 0.034 0.014
C 1.528 0.002 -0.298 0.180 -0.018 -0.173
O 0.568 0.005 0.744 -0.024 0.016 0.062
C -0.459 -0.913 0.546 -0.087 -0.214 -0.023
C -1.762 -0.604 1.200 -0.077 -0.009 0.167
C -1.649 -0.555 -0.307 -0.061 -0.012 -0.134
C -1.719 0.776 -1.017 0.030 0.056 -0.016
H 3.196 -0.045 1.061 -0.035 0.086 -0.104
H 2.651 1.587 0.640 0.008 -0.113 -0.064
H 3.583 0.636 -0.536 -0.124 -0.015 0.091
H 1.692 -1.027 -0.656 -0.029 0.108 0.075
H 1.159 0.588 -1.153 0.036 -0.079 0.117
H -0.122 -1.953 0.534 -0.051 0.173 -0.017
H -1.813 0.351 1.716 0.015 -0.117 -0.100
H -2.315 -1.410 1.673 0.093 0.125 -0.095
H -2.105 -1.387 -0.843 0.099 0.127 0.094
H -1.285 0.715 -2.022 -0.067 0.004 0.139
H -2.756 1.114 -1.121 0.141 -0.052 0.033
H -1.168 1.539 -0.457 -0.076 -0.096 -0.066
```
Positions in Å, forces in eV/Å.

- HOMO (eV) = -9.290
- spin multiplicity = 1
- frontier orbital gap (eV) = 10.4450
- max |F| (eV/A) = 0.3

=====

(5)
The following is a DFT calculation (ωB97M-V/def2-TZVPD) of C5H14P4 in the gas phase in a non-equilibrium geometry.

Geometry as XYZ:
```
23
Properties=species:S:1:pos:R:3:forces:R:3
C -0.143 -2.174 -0.252 -0.261 0.480 1.459
C 0.509 -0.834 0.302 0.131 -2.679 -0.587
C 1.065 -1.061 1.706 1.197 0.183 1.952
P 2.066 0.449 2.424 -0.396 -1.959 1.194
C -0.328 0.341 -0.106 0.620 1.891 -0.760
C -0.279 1.181 -1.224 -1.909 -0.423 2.946
P 0.337 0.943 -2.875 1.742 -0.539 -0.243
P -1.710 2.445 -1.032 2.469 0.906 -1.462
P -1.596 0.885 1.094 -0.748 -1.444 -0.101
H -1.130 -2.366 0.254 0.342 0.571 -1.285
H 0.404 -3.062 0.130 0.309 0.596 -0.736
H -0.064 -2.007 -1.348 -0.851 -0.932 0.622
H 1.440 -0.954 -0.214 0.688 1.104 -1.020
H 1.796 -1.966 1.661 -1.262 1.587 0.089
H 0.401 -1.237 2.580 -0.141 -0.390 -0.906
H 0.979 1.299 2.638 -0.549 0.072 0.391
H 2.126 0.974 1.220 0.799 1.252 -2.480
H 1.725 0.626 -2.433 -1.009 0.471 -0.772
H 0.515 2.277 -3.454 0.112 -0.717 0.960
H -2.625 1.466 -1.173 -1.480 -0.876 -0.404
H -1.578 2.644 -2.431 -0.596 0.410 -0.195
H -1.099 -0.014 2.073 -0.852 -0.119 0.090
H -2.810 0.146 0.460 1.645 0.554 1.250
```
Positions in Å, forces in eV/Å.

- HOMO (eV) = -8.446
- spin multiplicity = 1
- frontier orbital gap (eV) = 9.1419
- max |F| (eV/A) = 3.5